Here is 2 unconnected molecules or ions with the total composition H3O3PS in a non-equilibrium geometry from OMol25. Energies are from the ωB97M-V functional and the def2-TZVPD basis.

Structure (XYZ):
```
8
Properties=species:S:1:pos:R:3:forces:R:3:nbo_charge:R:1
S -0.8029 -0.7129 -1.1286 -0.67 -0.63 0.80 0.254
P -0.8853 1.1224 -0.1876 0.75 0.85 -1.26 1.139
O 1.9838 0.6157 -0.2679 0.49 0.55 -0.67 -0.970
O -1.5647 0.7934 1.0737 -0.82 -0.24 1.25 -1.055
O -1.5491 -1.5743 0.0856 -1.05 1.68 0.96 -0.862
H 2.8219 0.6088 -0.7825 -0.81 -0.33 0.96 0.490
H -1.9940 -0.8351 0.7522 1.58 -1.72 -1.81 0.518
H 1.9902 -0.0179 0.4551 0.54 -0.16 -0.22 0.486
```
Positions in Å, forces in eV/Å.

Its total energy is -967.0472 hartree. The gap between HOMO and LUMO comes out at 9.00 eV. The spin multiplicity is 1. As for the total charge: 0. The energy above the lowest of the compared OMol25 structures with the same formula, charge and spin is 333.48 kJ/mol.



Here is 2 unconnected molecules or ions with the total composition C25H6B2Cl4F15O in a non-equilibrium geometry from OMol25. Energies are from the ωB97M-V functional and the def2-TZVPD basis.

Structure (XYZ):
```
53
Properties=species:S:1:pos:R:3:forces:R:3:nbo_charge:R:1
Cl -5.6825 1.6624 4.8557 -0.25 0.13 0.02 -0.010
Cl 1.2391 2.3681 4.4500 -0.01 -0.16 -0.13 -0.317
Cl 2.9543 1.4060 2.0663 0.06 0.25 -0.02 -0.367
Cl 2.4040 -0.5556 4.3327 -0.37 0.49 -0.16 -0.338
F 5.0612 -2.1778 -2.1476 -0.28 -0.02 0.58 -0.292
F 2.6914 1.8877 -0.9357 -0.67 -0.40 -1.65 -0.279
F 4.9801 -3.6876 0.1607 -0.39 0.58 0.09 -0.287
F 2.9210 -3.4336 1.8920 -0.12 0.45 -0.55 -0.278
F 3.4687 3.4155 -3.0552 -0.94 -0.19 -0.09 -0.284
F 0.7673 -1.8817 1.2527 0.91 -0.02 -0.91 -0.290
F -0.4839 2.0929 -5.4097 0.22 0.46 0.45 -0.289
F -1.3142 0.7451 -3.2047 1.23 0.11 -0.50 -0.310
F -3.7636 -3.8077 -1.9011 0.20 0.10 0.10 -0.287
F 1.9427 3.4081 -5.3337 -0.43 0.05 0.57 -0.285
F 0.5384 -2.2585 -2.9349 -0.07 -0.19 -0.23 -0.306
F 3.0434 -0.5732 -2.7245 0.14 -0.27 0.14 -0.325
F -4.0898 -1.7854 -0.1324 0.73 0.11 -0.55 -0.286
F -2.1801 0.1965 0.0330 -0.03 -1.48 -0.85 -0.302
F -1.4191 -4.0391 -3.3464 -0.21 0.13 0.33 -0.288
O 0.5255 0.3736 2.6546 -0.55 -0.10 0.23 -0.762
C -3.4253 2.6586 3.6574 -0.53 -0.50 0.27 -0.224
C -1.5879 -3.0746 -2.4305 -0.16 -0.06 -0.09 0.266
C 1.9504 1.8764 -2.0738 0.27 -0.16 0.52 0.497
C -4.1767 1.5378 4.0258 1.97 -0.58 -0.72 -0.067
C -0.3484 1.1947 1.9240 0.32 0.09 0.73 -0.065
C -2.7620 -2.9422 -1.7069 -0.29 -0.16 -0.19 0.290
C 4.0650 -2.0404 -1.2507 -0.17 -0.12 -0.20 0.237
C -2.9375 -1.8765 -0.8330 0.02 0.16 0.46 0.269
C -2.3705 0.1373 3.1194 -0.81 0.20 -0.50 -0.170
C -0.0582 1.2719 -3.2397 -0.36 -0.11 0.50 0.475
C 0.2605 2.1123 -4.2887 0.41 -0.19 -0.38 0.220
C -2.1883 2.5012 3.0205 -0.95 0.25 -0.59 -0.188
C -1.6804 1.2611 2.6510 -0.06 0.40 0.81 -0.021
C 4.0171 -2.7784 -0.0768 0.34 -0.42 -0.20 0.317
C -3.6261 0.2734 3.7533 0.34 -0.03 -0.12 -0.233
C 1.8482 -1.1080 -0.7552 0.76 -0.12 0.30 -0.537
C -1.9139 -0.9392 -0.6872 0.23 1.09 0.09 0.374
C 2.2914 2.7549 -3.0900 0.22 -0.16 -0.15 0.232
C -0.5966 -2.1479 -2.2109 0.16 -0.09 0.16 0.343
C 1.4767 2.7962 -4.2320 0.46 -0.15 -0.40 0.323
C 1.8471 -1.8621 0.4380 -0.49 -0.05 0.16 0.483
C 2.9317 -2.6706 0.7872 -0.20 -0.11 0.19 0.257
C -0.6751 -1.0776 -1.3351 -1.31 -0.60 -0.27 -0.398
C 0.8692 0.9786 -2.2265 -0.50 1.07 0.48 -0.556
C 2.9832 -1.2345 -1.5458 0.45 0.22 -0.07 0.446
B 0.6909 -0.3111 -1.4175 -0.58 0.31 1.72 0.841
B 1.6068 0.8951 3.3324 1.23 -0.39 0.50 0.540
H -4.2017 -0.6103 4.0234 0.22 0.11 0.01 0.215
H -1.6897 3.3886 2.6601 0.22 0.15 0.21 0.214
H -3.8743 3.6204 3.8698 0.35 0.20 -0.07 0.213
H -0.4054 0.6983 0.9798 -0.41 -0.08 -0.73 0.175
H 0.0541 2.2091 1.7259 -0.16 -0.37 0.35 0.193
H -1.9785 -0.8484 2.8608 -0.16 0.17 0.32 0.222
```
Positions in Å, forces in eV/Å.

Its total energy is -4420.1527 hartree. The gap between HOMO and LUMO comes out at 6.83 eV. The spin multiplicity is 1. As for the total charge: -1. The energy above the lowest of the compared OMol25 structures with the same formula, charge and spin is 0.00 kJ/mol.



Here is 2 unconnected molecules or ions with the total composition C18H20N4O6 in a non-equilibrium geometry from OMol25. Energies are from the ωB97M-V functional and the def2-TZVPD basis.

Structure (XYZ):
```
48
Properties=species:S:1:pos:R:3:forces:R:3:nbo_charge:R:1
O 3.0338 -1.7656 0.2028 -0.33 0.04 0.36 -0.607
O -6.2045 1.4625 -5.1140 0.33 -0.38 -0.61 -0.600
O -6.1366 0.0579 -1.2437 0.15 0.29 -1.77 -0.281
O 5.6375 0.9007 4.3707 0.22 0.11 0.02 -0.630
O -5.3240 -0.5175 -5.7290 -0.13 0.05 0.61 -0.653
O -5.4108 -2.4957 -3.4989 -0.13 0.78 0.15 -0.634
N -5.8291 -1.2979 -1.5828 -0.21 0.75 0.33 -0.204
N 4.3617 -0.0933 -0.3067 0.69 1.41 -0.49 -0.618
N -1.4240 -0.0707 1.9468 -0.99 -0.20 0.81 -0.528
N 4.3679 0.4090 2.6281 -0.73 -0.59 -1.85 -0.620
C -5.8944 -0.0452 -3.4489 0.43 -1.16 0.14 -0.357
C -0.2486 0.3639 2.5255 0.02 -0.05 -0.34 -0.014
C -0.4092 -0.3342 -2.0531 0.35 0.29 1.10 -0.245
C 4.6129 0.3996 3.9367 0.57 0.13 1.71 0.678
C 3.1840 -0.1185 1.9311 0.18 0.56 0.19 -0.129
C -2.1847 -0.6320 -0.4176 0.31 0.04 -0.39 -0.242
C 0.0657 0.1319 0.3135 -0.27 -0.14 -0.79 -0.017
C -5.8143 0.3467 -4.8252 -0.63 1.76 -0.79 0.772
C 5.0487 1.1971 -0.1989 -0.18 -0.42 0.03 -0.427
C 0.7054 0.5098 1.5776 -0.15 -0.40 -0.98 -0.124
C -6.1647 0.7787 -2.4070 0.20 -1.32 0.57 0.243
C 0.4789 0.0709 -1.0363 -0.63 -0.20 -0.13 -0.191
C -1.2902 -0.2286 0.5852 1.32 0.38 -0.01 0.116
C 3.6191 -0.2333 4.8910 0.13 0.08 -0.33 -0.714
C -5.6935 -1.3300 -2.8784 0.03 -0.43 0.95 0.473
C 2.1061 0.9778 1.8442 -0.57 0.07 -0.42 -0.418
C -1.7367 -0.6858 -1.7478 0.33 0.27 1.19 -0.213
C 3.5154 -0.6967 0.5419 -0.26 -1.25 0.51 0.666
H -3.2020 -0.8971 -0.1707 -0.13 -0.04 0.00 0.220
H 3.5383 -1.2958 4.6720 -0.21 -0.10 0.03 0.230
H -0.1066 0.5662 3.5799 -0.49 -0.14 -0.07 0.211
H 5.2668 1.5750 -1.1993 -0.06 -0.08 0.13 0.223
H 5.0909 0.8276 2.0671 0.06 0.04 0.26 0.406
H 1.4940 0.3340 -1.2884 0.18 0.00 -0.13 0.201
H -5.3491 -3.1689 -2.8057 0.01 -0.03 -0.05 0.500
H 2.0926 1.5329 2.7831 0.17 -0.04 0.04 0.223
H 3.9771 -0.1014 5.9109 0.04 0.04 -0.20 0.248
H 2.3759 1.6887 1.0647 0.16 0.21 -0.03 0.209
H 2.6494 0.2463 4.7835 -0.23 -0.13 0.01 0.217
H -2.4083 -0.9967 -2.5368 -0.05 -0.02 0.04 0.212
H 4.5064 -0.6156 -1.1581 -0.08 -0.05 0.12 0.412
H 5.9923 1.0793 0.3379 0.11 0.18 -0.07 0.193
H -0.0677 -0.3768 -3.0782 0.05 0.01 0.01 0.212
H -6.3666 1.8436 -2.4788 -0.01 -0.29 0.66 0.241
H -2.2725 -0.2443 2.4654 0.21 0.04 -0.16 0.410
H 2.7679 -0.9463 2.5047 0.15 -0.07 -0.15 0.241
H -5.3795 -0.0466 -6.5720 0.03 -0.01 -0.15 0.502
H 4.4290 1.9341 0.3120 0.04 -0.02 -0.05 0.208
```
Positions in Å, forces in eV/Å.

Its total energy is -1368.3758 hartree. The gap between HOMO and LUMO comes out at 8.27 eV. The spin multiplicity is 1. As for the total charge: 0. The energy above the lowest of the compared OMol25 structures with the same formula, charge and spin is 61.26 kJ/mol.



Here is a molecular structure, C2H2BrI2NO2 in a non-equilibrium geometry from OMol25. Energies are from the ωB97M-V functional and the def2-TZVPD basis.

Structure (XYZ):
```
10
Properties=species:S:1:pos:R:3:forces:R:3:nbo_charge:R:1
I -2.3210 -2.1825 0.9389 0.04 0.16 -0.01 0.330
I -1.8088 1.3894 0.6619 -0.65 -1.05 0.10 0.868
Br -1.7088 -0.5735 -2.0077 -0.05 -0.21 0.82 0.155
O 0.5651 1.5418 -0.7402 0.21 1.78 -2.16 -0.525
O 0.2716 0.8280 1.2804 0.47 0.28 0.89 -0.585
N 0.9336 0.7578 0.1040 -0.01 -1.63 1.63 0.359
C 1.8027 -0.2062 0.0087 -0.19 0.44 -1.27 -0.304
C -1.7633 -0.5000 -0.0931 -0.37 0.82 -0.97 -0.756
H 2.2732 -0.1708 -1.0199 -0.18 -0.71 1.77 0.228
H 1.7558 -0.8839 0.8669 0.72 0.12 -0.81 0.230
```
Positions in Å, forces in eV/Å.

Its total energy is -3451.7704 hartree. The gap between HOMO and LUMO (alpha / beta) comes out at 6.87 / 6.99 eV. The spin multiplicity is 1. As for the total charge: 0. The energy above the lowest of the compared OMol25 structures with the same formula, charge and spin is 189.61 kJ/mol.



- Which value of total charge does entry 2 give?
  -1



- total charge of number 4 (C2H2BrI2NO2)?
  0